Record 1
# C6H6NO2

An isolated ion of composition C6H6NO2 and charge -1 at a distorted geometry (ωB97M-V/def2-TZVPD, OMol25).

The geometry in ORCA input format:
```
! wB97M-V def2-TZVPD RIJCOSX def2/J DEFGRID3
* xyz -1 1
C 0.93 0.96 -1.32
C -0.09 0.37 -0.68
C -1.21 1.11 -0.12
C 0.25 -1.11 -0.07
C -0.93 -1.72 0.27
N -1.92 -2.12 0.68
C 1.13 -0.79 1.41
O 2.32 -0.86 1.24
O 0.48 -0.29 2.24
H 1.85 0.40 -1.37
H 0.72 1.89 -1.76
H -2.16 0.40 -0.02
H -1.45 2.06 -0.74
H -0.80 1.36 0.93
H 0.88 -1.66 -0.69
*
```

For the HOMO energy, the calculation gives -4.3 eV. The value obtained for the LUMO energy is 3.914 eV. As for the HOMO-LUMO gap: 8.20 eV. As for the SMILES: C=C(C)[C@H](C#N)C(=O)[O-].

Record 2
# C6H18LuN4

C6H18LuN4 as an isolated structure (ωB97M-V/def2-TZVPD, OMol25).

The geometry in ORCA input format:
```
! wB97M-V def2-TZVPD RIJCOSX def2/J DEFGRID3
* xyz 3 1
Lu -1.49 -0.60 -0.62
N -1.63 -0.43 1.73
C -0.18 -0.65 2.08
C 0.74 0.28 1.30
N 0.52 0.26 -0.20
C 1.53 -0.60 -0.92
C 1.33 -2.08 -0.67
N -0.06 -2.50 -1.09
C 0.55 1.67 -0.76
C -0.74 2.42 -0.50
N -1.90 1.71 -1.18
H -2.20 -1.10 2.25
H -1.94 0.47 2.11
H 0.00 -0.47 3.14
H 0.04 -1.70 1.90
H 0.59 1.30 1.65
H 1.77 0.02 1.52
H 1.43 -0.39 -1.98
H 2.54 -0.31 -0.63
H 2.08 -2.63 -1.23
H 1.47 -2.34 0.38
H -0.03 -2.76 -2.08
H -0.29 -3.38 -0.64
H 1.40 2.22 -0.36
H 0.71 1.59 -1.84
H -0.97 2.49 0.56
H -0.63 3.43 -0.87
H -2.77 2.14 -0.88
H -1.86 1.94 -2.18
*
```

For the HOMO energy, the calculation gives -22.8 eV. The value obtained for the LUMO energy is -12.056 eV. As for the HOMO-LUMO gap: 10.76 eV.

Record 3
# C2H6N3S2

A 2-piece molecular cluster, C2H6N3S2 overall at a distorted geometry (ωB97M-V/def2-TZVPD, OMol25).

The geometry in ORCA input format:
```
! wB97M-V def2-TZVPD RIJCOSX def2/J DEFGRID3
* xyz 1 3
C -1.08 1.40 -0.40
C -1.07 0.13 0.08
N 0.13 -0.03 0.88
N -2.07 -0.78 -0.06
N 1.00 0.93 0.83
S 0.37 2.20 0.00
S 3.27 -0.24 -0.45
H -1.81 1.96 -1.11
H 0.53 -0.93 1.19
H -2.92 -0.57 -0.70
H -1.87 -1.72 -0.05
H 2.32 0.42 0.34
H 3.76 0.89 -1.15
*
```

For the HOMO energy (alpha / beta), the calculation gives -11.7 / -12.6 eV. The value obtained for the LUMO energy (alpha / beta) is -3.357 / -8.202 eV. As for the HOMO-LUMO gap (alpha / beta): 8.36 / 4.43 eV. As for the expectation value of S²: 2.014.

no.,E_tot (Eh)
1,-437.4760
2,-1692.9708
3,-1040.0235